Record 1
The following is a quantum chemistry calculation of C56H47CoN6O5PS as an isolated structure, from the Open Molecules 2025 dataset.

As for the net charge: +1. The calculation puts the max |F| at 0.0142 hartree/bohr. The highest occupied orbital energy (alpha / beta) comes out at -9.09 / -10.21 eV. The spin multiplicity is 5. The calculation puts the gap between HOMO and LUMO (alpha / beta) at 6.8 / 7.3 eV. The value obtained for the total energy is -4988.99790 Eh.

Geometry as XYZ:
```
117
C56H47CoN6O5PS ωB97M-V/def2-TZVPD
Co 0.8311 -0.6676 -1.0987
C 4.3520 0.2693 2.9391
N 3.9327 -0.0136 1.5653
C 2.7443 -0.5373 1.1819
N 2.7167 -0.7151 -0.1248
C 3.9171 -0.2387 -0.6287
C 4.6926 0.1812 0.4372
C 6.0580 0.7397 0.5161
C 6.2406 2.0808 0.8505
C 7.5189 2.6174 0.9167
C 8.6209 1.8174 0.6452
C 8.4431 0.4811 0.3107
C 7.1666 -0.0574 0.2478
C 4.2666 -0.2229 -2.0484
C 5.2537 0.5928 -2.5521
C 5.6513 0.5441 -3.8881
C 5.0303 -0.3537 -4.7984
C 4.0278 -1.1508 -4.3891
C 3.5581 -1.1716 -2.9715
P 1.3754 -0.5069 2.3789
C 0.5917 0.9829 1.6611
N 0.6028 1.2625 0.3693
C -0.1004 2.4328 0.2179
C -0.5204 2.8724 1.4545
N -0.0761 1.9347 2.3589
C -0.2675 2.0021 3.8042
C -1.2799 4.0698 1.8685
C -0.7156 5.3359 1.7455
C -1.4362 6.4604 2.1229
C -2.7214 6.3272 2.6304
C -3.2912 5.0664 2.7546
C -2.5739 3.9420 2.3709
C -0.2855 3.1169 -1.0747
C -1.4976 3.7312 -1.3876
C -1.6552 4.3834 -2.6011
C -0.6090 4.4152 -3.5145
C 0.5918 3.7877 -3.2146
C 0.7546 3.1454 -1.9966
C 0.0793 -1.6258 1.6561
N -0.2655 -1.5113 0.4263
C -1.5861 -2.1219 0.2461
C -1.9746 -2.5866 1.6860
N -0.7593 -2.3556 2.4444
C -0.7214 -2.5041 3.8932
C -2.9391 -3.7792 1.8331
C -2.9384 -4.8315 2.8920
C -4.0556 -5.5266 3.1316
C -5.3667 -5.3868 2.4551
C -5.7202 -4.6046 1.4245
C -4.8030 -3.6344 0.7074
C -3.7246 -0.7663 -0.7580
C -3.4010 -0.7763 -2.1108
C -4.3663 -0.5017 -3.0723
C -5.6661 -0.2042 -2.6926
C -5.9939 -0.1629 -1.3421
C -5.0279 -0.4411 -0.3849
H 4.0892 -0.5625 3.5861
H 3.8787 1.1776 3.3112
H 5.4272 0.4069 2.9549
H 5.3750 2.7075 1.0395
H 7.6529 3.6617 1.1704
H 9.6186 2.2363 0.6898
H 9.3013 -0.1438 0.0984
H 7.0227 -1.0977 -0.0225
H 5.7401 1.3043 -1.8988
H 6.4263 1.2148 -4.2360
H 5.3437 -0.3651 -5.8349
H 3.4920 -1.8008 -5.0724
H 3.6959 -2.1880 -2.5861
H 0.0045 2.9907 4.1668
H 0.3646 1.2598 4.2834
H -1.3061 1.8129 4.0678
H 0.2826 5.4372 1.3356
H -0.9935 7.4431 2.0180
H -3.2830 7.2060 2.9220
H -4.2986 4.9595 3.1383
H -3.0260 2.9574 2.4408
H -2.3225 3.6860 -0.6862
H -2.6003 4.8552 -2.8388
H -0.7382 4.9125 -4.4684
H 1.4009 3.7778 -3.9346
H 1.6857 2.6347 -1.7740
H -0.5480 -3.5403 4.1779
H -1.6687 -2.1782 4.3271
H 0.0778 -1.9017 4.3139
H -2.0342 -5.0520 3.4497
H -4.0194 -6.2879 3.9039
H -6.1444 -6.0207 2.8668
H -6.7520 -4.6408 1.0906
H -5.2764 -3.1427 -0.1385
H -2.3773 -0.9500 -2.4265
H -4.0959 -0.5094 -4.1216
H -6.4191 0.0054 -3.4422
H -7.0021 0.0869 -1.0334
H -5.2967 -0.4217 0.6676
O 2.1688 1.2053 -3.9261
S 1.2645 0.1160 -3.7289
O 0.7172 -0.5428 -4.8726
O 2.0996 -1.0452 -2.8832
O 0.2391 0.3771 -2.6676
C -1.1953 -3.6953 -3.3350
C -0.7952 -3.0928 -2.0209
O 0.3223 -2.6139 -1.8947
C -1.7126 -3.1182 -0.8605
C -2.7044 -1.0026 0.3267
C -3.1595 -1.5835 1.6902
C -4.1444 -2.7857 1.8262
C -3.4324 -4.3594 0.4552
C -2.6370 -4.0708 -0.7620
H -0.6495 -3.1781 -4.1232
H -2.2682 -3.6284 -3.5077
H -0.9023 -4.7486 -3.3511
H -2.1886 -0.0522 0.5011
H -3.2860 -0.8598 2.4969
H -4.7534 -2.6905 2.7218
H -3.5618 -5.4376 0.5056
H -2.7765 -4.7603 -1.5899
```

Record 2
The following is a quantum chemistry calculation of a 2-piece molecular cluster, C3H7N2O2 overall in a non-equilibrium geometry, from the Open Molecules 2025 dataset.

As for the net charge: +1. The calculation puts the max |F| at 0.0847 hartree/bohr. The highest occupied orbital energy (alpha / beta) comes out at -15.09 / -15.08 eV. The calculation puts the gap between HOMO and LUMO (alpha / beta) at 10.1 / 10.1 eV. The value obtained for the total energy is -378.02453 Eh. The calculation puts the relative energy (zero: lowest compared OMol25 entry of this formula, charge and spin) at 602.01 kJ/mol.

Geometry as XYZ:
```
14
C3H7N2O2 ωB97M-V/def2-TZVPD
C -1.5022 0.4644 0.0380
C -2.4639 -0.2114 0.5884
C -0.2136 0.8436 -0.4503
N 1.9631 1.2932 0.4084
N 0.9610 -1.4262 -0.4424
O -1.1614 0.9243 -1.3594
O 0.8857 1.4299 -0.3994
H -3.3558 -0.5638 -0.0780
H -2.5481 -0.4183 1.6048
H 1.7161 1.4725 1.4277
H 2.8143 1.8534 0.1695
H 1.4263 -1.9724 0.3123
H 1.4350 -1.8819 -1.2713
H 0.0435 -1.8074 -0.5483
```

Record 3
The following is a quantum chemistry calculation of a 3-piece molecular cluster, C3H12NO2 overall in a non-equilibrium geometry, from the Open Molecules 2025 dataset.

As for the net charge: +1. The calculation puts the max |F| at 0.0253 hartree/bohr. The highest occupied orbital energy comes out at -14.39 eV. The calculation puts the gap between HOMO and LUMO at 11.3 eV. The value obtained for the total energy is -326.48090 Eh. The calculation puts the relative energy (zero: lowest compared OMol25 entry of this formula, charge and spin) at 84.57 kJ/mol.

Geometry as XYZ:
```
18
C3H12NO2 ωB97M-V/def2-TZVPD
C -0.6686 -1.5419 1.0313
C -1.4062 -0.3188 0.6058
C -2.0714 0.5351 1.3731
N -1.0936 0.1583 -0.7680
H 0.4101 -1.3892 0.9362
H -0.9308 -2.4318 0.4585
H -0.8813 -1.7388 2.0787
H -2.4887 1.4031 0.8727
H -2.3138 0.3372 2.4025
H -0.8874 -0.5730 -1.4495
H -1.8933 0.6611 -1.1255
H -0.3000 0.8141 -0.8208
H 1.3820 2.3124 -1.3219
H 1.7225 1.4001 -2.4374
O 1.1008 1.4743 -1.7037
H 3.4157 -0.1210 0.7470
H 3.2601 -1.3389 -0.1505
O 2.8317 -0.5259 0.1002
```